# 1
ORCA calculation (the ωB97M-V functional and the def2-TZVPD basis) on an isolated ion of composition C3H6NO3 and charge +1.

Results
Energy above the lowest of the compared OMol25 structures with the same formula, charge and spin = 96.1 kcal/mol
Net charge = +1
Highest occupied orbital energy (alpha / beta) = -12.82 / -12.82 eV
Lowest unoccupied orbital energy (alpha / beta) = -5.9 / -5.9 eV
Total energy = -397.9877 hartree
Molecular weight = 104.1 g mol⁻¹
HOMO-LUMO gap (alpha / beta) = 0.254 / 0.254 hartree

Each line ends with the natural charge from an NBO analysis.
CARTESIAN COORDINATES (ANGSTROEM)
C (1.19, 0.93, -0.07)  0.5575
C (2.33, -1.23, -0.33)  0.4135
C (0.04, 0.22, 0.01)  0.1543
N (-1.22, 1.32, -0.10)  -0.7162
O (1.31, 2.15, -0.15)  -0.5881
O (2.30, -0.07, 0.18)  -0.3518
O (-0.33, -1.03, 0.34)  -0.6741
H (3.10, -1.90, -0.16)  0.2030
H (1.66, -1.48, -1.08)  0.1853
H (-2.12, 0.96, 0.21)  0.4396
H (-1.20, 1.56, -1.07)  0.4395
H (-1.02, 2.16, 0.34)  0.4381
H (-0.28, -1.19, 1.34)  0.4996

# 2
ORCA calculation (the ωB97M-V functional and the def2-TZVPD basis) on a 2-piece molecular cluster, C2H7N2O overall.

Results
Energy above the lowest of the compared OMol25 structures with the same formula, charge and spin = 30.9 kcal/mol
Net charge = +1
Highest occupied orbital energy = -14.35 eV
Lowest unoccupied orbital energy = -4.8 eV
Total energy = -264.8819 hartree
Molecular weight = 75.1 g mol⁻¹
HOMO-LUMO gap = 0.350 hartree

Each line ends with the natural charge from an NBO analysis.
CARTESIAN COORDINATES (ANGSTROEM)
C (-2.30, 0.43, 0.78)  0.1467
N (-1.70, -0.68, 0.87)  -0.5619
H (-3.14, 0.57, 1.46)  0.2162
H (-2.08, 1.27, 0.13)  0.2406
H (-0.90, -0.88, 0.21)  0.4789
H (-2.08, -1.40, 1.47)  0.4376
C (1.71, -0.32, -0.43)  0.5772
N (2.28, 0.55, -1.29)  -0.8262
O (0.66, -0.16, 0.18)  -0.6790
H (2.38, -1.14, -0.14)  0.1357
H (3.27, 0.71, -1.18)  0.4133
H (1.90, 1.05, -2.07)  0.4209

# 3
ORCA calculation (the ωB97M-V functional and the def2-TZVPD basis) on C6H12O as an isolated structure.

Results
Energy above the lowest of the compared OMol25 structures with the same formula, charge and spin = 116.1 kcal/mol
Highest occupied orbital energy = -8.51 eV
Lowest unoccupied orbital energy = 0.7 eV
Total energy = -310.8743 hartree
Molecular weight = 100.2 g mol⁻¹
HOMO-LUMO gap = 0.338 hartree

Each line ends with the natural charge from an NBO analysis.
CARTESIAN COORDINATES (ANGSTROEM)
C (0.87, 0.64, 0.30)  -0.3457
C (1.74, -0.09, -0.71)  -0.6301
C (1.01, 0.19, 1.75)  -0.6352
H (1.03, 1.71, 0.24)  0.2346
H (-0.35, -0.11, 0.04)  0.3762
H (1.54, 0.24, -1.73)  0.2114
H (0.22, 0.64, 2.35)  0.2356
H (2.80, 0.11, -0.50)  0.2205
H (1.61, -1.17, -0.66)  0.2078
H (0.94, -0.90, 1.84)  0.2014
H (1.98, 0.50, 2.15)  0.2174
C (-1.04, 1.05, -0.16)  0.2856
C (-1.72, -0.60, -0.20)  -0.3500
C (-1.93, -1.28, -1.32)  -0.3545
O (-1.57, 1.77, 0.67)  -0.6567
H (-0.89, 1.26, -1.22)  0.1562
H (-2.23, -0.81, 0.74)  0.2231
H (-2.57, -2.16, -1.34)  0.2092
H (-1.45, -1.00, -2.25)  0.1935

# 4
ORCA calculation (the ωB97M-V functional and the def2-TZVPD basis) on CH10Na7O8 as an isolated structure.

Results
Energy above the lowest of the compared OMol25 structures with the same formula, charge and spin = 91.4 kcal/mol
Net charge = +5
Highest occupied orbital energy = -23.68 eV
Lowest unoccupied orbital energy = -19.1 eV
Total energy = -1780.1367 hartree
Molecular weight = 311.0 g mol⁻¹
HOMO-LUMO gap = 0.169 hartree

Each line ends with the natural charge from an NBO analysis.
CARTESIAN COORDINATES (ANGSTROEM)
Na (0.10, -3.05, -1.40)  0.9879
Na (-2.65, -0.70, 2.14)  0.9877
Na (-0.45, 3.65, -0.79)  0.9908
Na (-3.24, -1.89, -1.39)  0.9954
Na (-2.48, 1.22, -2.19)  0.9727
Na (-0.93, -1.37, -3.87)  0.9873
Na (-2.06, 2.31, 1.32)  0.9815
C (-0.71, -0.02, -0.24)  0.9313
O (-0.31, -0.40, 0.83)  -0.7913
O (-0.89, 1.18, -0.35)  -0.9970
O (-0.99, -0.79, -1.15)  -1.0280
O (2.35, 0.16, 1.25)  -0.9068
H (2.60, 1.01, 0.89)  0.4825
H (1.44, 0.04, 0.99)  0.4210
O (-0.86, 1.05, 3.03)  -1.0481
H (-0.19, 1.06, 3.72)  0.5557
H (-0.49, 0.48, 2.35)  0.4835
O (-0.11, -3.03, 1.59)  -0.9923
H (-0.17, -2.07, 1.58)  0.4625
H (0.34, -3.23, 2.42)  0.5283
O (2.28, 2.17, -0.84)  -0.9083
H (1.53, 1.58, -0.78)  0.4242
H (2.43, 2.27, -1.78)  0.4920
O (1.36, -0.87, -2.42)  -0.9474
H (1.58, -0.08, -2.90)  0.5063
H (0.52, -0.67, -2.00)  0.4286

# 5
ORCA calculation (the ωB97M-V functional and the def2-TZVPD basis) on a 2-piece molecular cluster, C2H6O3 overall.

Results
Energy above the lowest of the compared OMol25 structures with the same formula, charge and spin = 184.6 kcal/mol
Highest occupied orbital energy = -9.31 eV
Lowest unoccupied orbital energy = -4.9 eV
Total energy = -305.2583 hartree
Molecular weight = 78.1 g mol⁻¹
HOMO-LUMO gap = 0.163 hartree

Each line ends with the natural charge from an NBO analysis.
CARTESIAN COORDINATES (ANGSTROEM)
O (1.03, -2.15, -0.09)  -0.3129
C (0.51, -1.00, 0.29)  0.3349
O (-0.78, -0.86, 0.83)  -0.5542
C (0.47, -0.09, -1.02)  -0.5054
H (1.20, -0.39, 1.07)  0.3181
H (-0.13, -0.58, -1.75)  0.2349
H (-0.08, 0.81, -0.79)  0.3038
H (1.39, 0.07, -1.45)  0.2251
H (-1.04, 0.04, 1.00)  0.5384
H (-1.47, 2.46, 1.13)  0.4446
O (-1.09, 1.69, 0.77)  -1.0273

# 6
ORCA calculation (the ωB97M-V functional and the def2-TZVPD basis) on a 4-piece molecular cluster, C9H14N4O8 overall.

Results
Spin multiplicity = 2
Net charge = +1
Highest occupied orbital energy (alpha / beta) = -13.26 / -13.26 eV
Lowest unoccupied orbital energy (alpha / beta) = -5.4 / -9.5 eV
Total energy = -1171.5152 hartree
Molecular weight = 306.2 g mol⁻¹
HOMO-LUMO gap (alpha / beta) = 0.288 / 0.138 hartree

Each line ends with the natural charge from an NBO analysis.
CARTESIAN COORDINATES (ANGSTROEM)
C (0.05, 1.31, 1.35)  -0.4847
N (1.38, 1.91, 1.79)  0.5213
O (1.45, 3.10, 1.96)  -0.3551
O (2.33, 1.19, 2.03)  -0.3821
H (-0.35, 1.13, 2.34)  0.2644
H (0.34, 0.37, 0.88)  0.2273
H (-0.51, 1.87, 0.60)  0.2099
C (3.66, -1.62, 1.33)  -0.4870
N (2.68, -2.66, 0.87)  0.5372
O (2.30, -3.37, 1.80)  -0.3752
O (2.41, -2.79, -0.29)  -0.3906
H (4.62, -2.13, 1.26)  0.2439
H (3.39, -1.17, 2.28)  0.2505
H (3.60, -0.80, 0.61)  0.2219
C (-3.29, -2.86, 1.72)  -0.4950
N (-2.80, -1.50, 1.44)  0.5388
O (-1.84, -1.43, 0.68)  -0.4244
O (-3.50, -0.57, 1.83)  -0.3426
H (-2.78, -3.16, 2.64)  0.2522
H (-3.08, -3.57, 0.91)  0.2411
H (-4.37, -2.88, 1.82)  0.2449
C (-2.24, 1.01, -2.40)  -0.1420
C (-1.80, 2.35, -2.37)  -0.1728
C (-0.45, 2.61, -2.23)  0.0492
C (0.43, 1.56, -2.00)  0.0405
C (0.03, 0.24, -2.12)  -0.1463
C (-1.36, -0.08, -2.25)  0.0904
N (1.84, 1.91, -1.72)  0.5095
O (2.53, 1.10, -1.21)  -0.2898
O (2.22, 2.92, -2.31)  -0.3191
H (-3.29, 0.80, -2.51)  0.2576
H (-2.56, 3.12, -2.30)  0.2700
H (-0.12, 3.63, -2.11)  0.2788
H (0.84, -0.47, -2.03)  0.2911
H (-1.76, -1.09, -2.27)  0.2657

What did the sixth record say?
ORCA calculation (the ωB97M-V functional and the def2-TZVPD basis) on a 4-piece molecular cluster, C9H14N4O8 overall.

Results
Spin multiplicity = 2
Net charge = +1
Highest occupied orbital energy (alpha / beta) = -13.26 / -13.26 eV
Lowest unoccupied orbital energy (alpha / beta) = -5.4 / -9.5 eV
Total energy = -1171.5152 hartree
Molecular weight = 306.2 g mol⁻¹
HOMO-LUMO gap (alpha / beta) = 0.288 / 0.138 hartree

Each line ends with the natural charge from an NBO analysis.
CARTESIAN COORDINATES (ANGSTROEM)
C (0.05, 1.31, 1.35)  -0.4847
N (1.38, 1.91, 1.79)  0.5213
O (1.45, 3.10, 1.96)  -0.3551
O (2.33, 1.19, 2.03)  -0.3821
H (-0.35, 1.13, 2.34)  0.2644
H (0.34, 0.37, 0.88)  0.2273
H (-0.51, 1.87, 0.60)  0.2099
C (3.66, -1.62, 1.33)  -0.4870
N (2.68, -2.66, 0.87)  0.5372
O (2.30, -3.37, 1.80)  -0.3752
O (2.41, -2.79, -0.29)  -0.3906
H (4.62, -2.13, 1.26)  0.2439
H (3.39, -1.17, 2.28)  0.2505
H (3.60, -0.80, 0.61)  0.2219
C (-3.29, -2.86, 1.72)  -0.4950
N (-2.80, -1.50, 1.44)  0.5388
O (-1.84, -1.43, 0.68)  -0.4244
O (-3.50, -0.57, 1.83)  -0.3426
H (-2.78, -3.16, 2.64)  0.2522
H (-3.08, -3.57, 0.91)  0.2411
H (-4.37, -2.88, 1.82)  0.2449
C (-2.24, 1.01, -2.40)  -0.1420
C (-1.80, 2.35, -2.37)  -0.1728
C (-0.45, 2.61, -2.23)  0.0492
C (0.43, 1.56, -2.00)  0.0405
C (0.03, 0.24, -2.12)  -0.1463
C (-1.36, -0.08, -2.25)  0.0904
N (1.84, 1.91, -1.72)  0.5095
O (2.53, 1.10, -1.21)  -0.2898
O (2.22, 2.92, -2.31)  -0.3191
H (-3.29, 0.80, -2.51)  0.2576
H (-2.56, 3.12, -2.30)  0.2700
H (-0.12, 3.63, -2.11)  0.2788
H (0.84, -0.47, -2.03)  0.2911
H (-1.76, -1.09, -2.27)  0.2657

Which of these has the lowest total energy?
CH10Na7O8

Please write out number 2 again, unchanged.
ORCA calculation (the ωB97M-V functional and the def2-TZVPD basis) on a 2-piece molecular cluster, C2H7N2O overall.

Results
Energy above the lowest of the compared OMol25 structures with the same formula, charge and spin = 30.9 kcal/mol
Net charge = +1
Highest occupied orbital energy = -14.35 eV
Lowest unoccupied orbital energy = -4.8 eV
Total energy = -264.8819 hartree
Molecular weight = 75.1 g mol⁻¹
HOMO-LUMO gap = 0.350 hartree

Each line ends with the natural charge from an NBO analysis.
CARTESIAN COORDINATES (ANGSTROEM)
C (-2.30, 0.43, 0.78)  0.1467
N (-1.70, -0.68, 0.87)  -0.5619
H (-3.14, 0.57, 1.46)  0.2162
H (-2.08, 1.27, 0.13)  0.2406
H (-0.90, -0.88, 0.21)  0.4789
H (-2.08, -1.40, 1.47)  0.4376
C (1.71, -0.32, -0.43)  0.5772
N (2.28, 0.55, -1.29)  -0.8262
O (0.66, -0.16, 0.18)  -0.6790
H (2.38, -1.14, -0.14)  0.1357
H (3.27, 0.71, -1.18)  0.4133
H (1.90, 1.05, -2.07)  0.4209